No. 1
330
Properties=species:S:1:pos:R:3:mulliken_charge:R:1 method="wB97M-V/def2-TZVPD" e_lumo_ev=0.4 gap_ev=8.35 relative_energy_kcal_mol=117.51 total_energy_ev=-144947.699 e_homo_ev=-7.952 multiplicity=1
C -1.389 -31.558 20.998 -2.09
C -2.499 -31.779 19.922 2.39
C -2.312 -30.710 18.867 -1.07
C -1.016 -30.916 18.058 1.14
C -0.978 -32.327 17.521 -1.51
C -1.419 -33.546 18.367 1.56
N -2.492 -33.100 19.315 0.54
O -3.076 -34.084 20.045 -0.53
C -1.942 -34.646 17.412 -2.08
C -0.183 -34.116 19.150 -1.62
C -3.926 -31.546 20.488 -2.02
H -1.328 -30.609 21.532 0.25
H -0.392 -31.667 20.572 0.29
H -1.486 -32.432 21.642 0.44
H -3.086 -30.710 18.100 0.76
H -2.322 -29.690 19.252 -0.55
H -0.179 -30.733 18.733 0.48
H -1.097 -30.090 17.351 -1.26
H -0.010 -32.532 17.064 0.53
H -1.681 -32.351 16.688 0.38
H -2.385 -35.555 17.818 0.48
H -2.744 -34.215 16.813 0.46
H -1.173 -34.949 16.701 0.38
H 0.188 -33.398 19.882 0.26
H -0.399 -35.065 19.640 0.34
H 0.748 -34.185 18.587 0.39
H -4.220 -32.246 21.270 0.40
H -4.700 -31.673 19.731 0.48
H -4.078 -30.558 20.923 0.31
H -3.623 -34.512 19.382 0.35
C -9.491 -27.784 24.344 -1.92
C -8.389 -26.670 24.385 1.77
C -6.973 -27.311 23.894 -1.13
C -6.843 -27.499 22.342 -0.88
C -7.164 -26.235 21.630 0.70
C -8.544 -25.652 22.025 1.45
N -8.712 -25.504 23.480 0.98
O -9.915 -24.788 23.694 -0.55
C -8.515 -24.187 21.388 -1.98
C -9.725 -26.477 21.440 -1.81
C -8.260 -26.156 25.837 -2.00
H -10.502 -27.425 24.154 0.34
H -9.475 -28.403 25.242 0.43
H -9.372 -28.504 23.534 0.36
H -6.092 -26.834 24.324 0.01
H -6.863 -28.316 24.303 0.47
H -7.390 -28.382 22.015 0.48
H -5.788 -27.745 22.222 0.25
H -7.237 -26.485 20.572 -0.08
H -6.367 -25.515 21.814 -0.67
H -9.470 -23.664 21.445 0.46
H -7.866 -23.516 21.950 0.37
H -8.243 -24.187 20.332 0.26
H -9.667 -27.512 21.775 0.31
H -10.666 -26.095 21.838 0.38
H -9.616 -26.417 20.357 0.45
H -7.624 -25.271 25.823 0.33
H -7.971 -26.937 26.541 0.42
H -9.275 -25.902 26.144 0.47
H -9.643 -23.989 24.153 0.31
C -5.163 -22.688 15.389 -0.49
C -6.582 -22.169 15.053 2.01
C -7.377 -22.164 16.397 -0.83
C -7.111 -20.953 17.318 0.11
C -7.351 -19.627 16.600 -1.84
C -6.422 -19.488 15.326 1.66
N -6.584 -20.777 14.540 0.20
O -5.829 -20.673 13.290 -0.48
C -7.076 -18.334 14.458 -1.78
C -4.943 -19.228 15.641 -1.25
C -7.330 -22.996 13.988 -1.32
H -4.616 -22.310 16.252 -0.43
H -4.506 -22.511 14.537 0.78
H -5.178 -23.763 15.568 -0.64
H -8.442 -22.314 16.224 0.71
H -7.157 -23.056 16.984 -0.20
H -6.113 -21.010 17.752 -0.55
H -7.855 -20.977 18.115 0.66
H -7.236 -18.819 17.322 0.62
H -8.418 -19.635 16.378 0.41
H -6.432 -17.863 13.716 0.37
H -7.871 -18.712 13.815 0.39
H -7.492 -17.685 15.228 0.41
H -4.817 -18.737 16.606 0.20
H -4.371 -20.150 15.746 0.05
H -4.569 -18.556 14.869 0.34
H -7.096 -24.028 14.251 -0.11
H -7.010 -22.879 12.953 0.44
H -8.405 -22.887 14.127 0.40
H -6.513 -20.504 12.638 0.36
C -0.829 -20.698 16.838 -0.60
C 0.547 -20.189 17.399 1.59
C 1.457 -20.052 16.203 -0.96
C 1.203 -18.808 15.415 -0.60
C 1.414 -17.598 16.346 -1.31
C 0.476 -17.640 17.620 1.60
N 0.493 -18.944 18.200 -0.05
O -0.235 -19.079 19.334 0.13
C 1.139 -16.757 18.729 -1.98
C -0.947 -17.147 17.336 -1.26
C 1.087 -21.372 18.334 -1.95
H -1.498 -20.939 17.665 -0.30
H -0.872 -21.571 16.187 -0.22
H -1.212 -19.913 16.187 0.46
H 2.466 -20.022 16.614 0.46
H 1.420 -20.881 15.497 0.27
H 0.247 -18.719 14.900 0.31
H 1.990 -18.652 14.677 0.42
H 0.957 -16.785 15.783 0.37
H 2.467 -17.375 16.516 0.38
H 2.165 -16.979 19.021 0.40
H 1.038 -15.685 18.558 0.45
H 0.586 -16.818 19.666 0.40
H -1.436 -17.902 16.719 0.25
H -1.578 -17.233 18.221 -0.04
H -1.010 -16.120 16.978 0.54
H 0.372 -21.625 19.118 0.35
H 1.965 -21.097 18.919 0.59
H 1.352 -22.257 17.756 0.29
H 0.424 -18.858 19.996 0.28
C 3.051 -21.846 23.700 -2.04
C 4.053 -23.002 24.136 1.72
C 3.705 -23.290 25.602 -1.18
C 4.154 -24.659 26.174 -1.01
C 3.676 -25.728 25.177 -0.88
C 4.098 -25.525 23.720 2.11
N 3.622 -24.195 23.295 0.72
O 3.619 -23.967 21.880 -0.60
C 5.581 -25.815 23.525 -2.00
C 3.196 -26.534 22.943 -1.93
C 5.555 -22.716 24.143 -1.82
H 3.345 -20.926 24.206 0.48
H 2.003 -22.104 23.850 0.32
H 3.163 -21.541 22.660 0.44
H 4.062 -22.557 26.324 0.33
H 2.645 -23.070 25.726 0.26
H 3.804 -24.790 27.198 0.47
H 5.223 -24.814 26.319 0.35
H 2.588 -25.784 25.196 0.08
H 4.045 -26.661 25.601 0.51
H 5.850 -26.826 23.830 0.43
H 5.905 -25.702 22.490 0.37
H 6.299 -25.175 24.039 0.37
H 3.185 -27.574 23.270 0.38
H 2.187 -26.122 22.974 0.25
H 3.482 -26.649 21.898 0.41
H 5.738 -21.670 23.898 0.46
H 6.090 -23.216 23.336 0.38
H 6.058 -22.959 25.079 0.31
H 2.740 -24.190 21.565 0.35
C -3.004 -20.134 22.035 -1.63
C -3.443 -18.679 21.883 1.80
C -3.792 -18.415 20.384 -0.06
C -5.204 -18.874 20.080 0.57
C -6.294 -18.352 21.075 -1.92
C -5.958 -18.691 22.564 1.93
N -4.529 -18.295 22.799 0.30
O -4.167 -18.437 24.176 -0.37
C -6.829 -17.722 23.436 -2.10
C -6.299 -20.186 22.917 -1.38
C -2.229 -17.726 22.186 -2.00
H -2.201 -20.389 21.344 0.34
H -3.866 -20.788 21.907 0.07
H -2.652 -20.248 23.060 0.55
H -3.544 -17.393 20.098 0.33
H -3.189 -19.195 19.921 -0.42
H -5.248 -19.956 20.209 -0.49
H -5.560 -18.699 19.064 0.11
H -7.234 -18.826 20.795 0.57
H -6.328 -17.276 20.906 0.33
H -6.384 -16.727 23.441 0.48
H -7.882 -17.635 23.168 0.37
H -6.704 -18.072 24.460 0.38
H -5.791 -21.027 22.445 0.07
H -6.202 -20.370 23.987 0.11
H -7.350 -20.345 22.678 0.55
H -1.349 -17.842 21.554 0.03
H -1.842 -17.980 23.173 0.50
H -2.481 -16.665 22.178 0.52
H -4.064 -17.496 24.339 0.35
C 1.227 -28.592 13.703 -2.04
C 0.069 -28.240 14.657 1.15
C 0.599 -28.222 16.132 0.07
C 1.448 -26.955 16.367 -1.24
C 0.500 -25.730 16.259 -0.52
C -0.080 -25.579 14.838 2.65
N -0.572 -26.888 14.364 1.22
O -1.216 -26.895 13.154 -0.62
C -1.253 -24.649 14.878 -1.53
C 0.958 -24.988 13.883 -2.03
C -0.983 -29.344 14.518 -1.35
H 0.916 -28.646 12.660 0.41
H 1.678 -29.567 13.893 0.42
H 1.993 -27.820 13.777 0.37
H -0.227 -28.321 16.837 -0.82
H 1.166 -29.145 16.250 0.72
H 2.356 -26.857 15.771 0.57
H 1.863 -27.045 17.371 0.44
H 1.050 -24.813 16.470 0.43
H -0.276 -25.577 17.010 -0.64
H -0.889 -23.666 15.178 -0.26
H -1.761 -24.629 13.913 0.63
H -2.034 -25.034 15.533 -0.04
H 0.803 -23.914 13.789 0.43
H 1.985 -25.058 14.242 0.40
H 0.861 -25.515 12.934 0.35
H -1.776 -29.200 15.253 -0.10
H -0.676 -30.329 14.871 0.50
H -1.385 -29.557 13.528 0.41
H -2.107 -26.609 13.364 0.27
C -3.320 -25.564 26.817 -1.65
C -2.798 -24.194 26.289 3.09
C -3.461 -23.916 24.911 -0.97
C -4.966 -23.488 25.027 1.07
C -5.164 -22.256 25.925 -1.22
C -4.454 -22.488 27.331 1.78
N -3.051 -23.084 27.276 0.34
O -2.618 -23.397 28.553 -0.53
C -4.216 -21.077 27.840 -2.10
C -5.511 -23.270 28.267 -1.61
C -1.295 -24.185 26.088 -2.53
H -4.409 -25.566 26.770 0.19
H -2.948 -25.751 27.825 0.42
H -2.967 -26.427 26.252 0.18
H -2.983 -23.052 24.450 0.03
H -3.447 -24.820 24.301 -0.06
H -5.511 -24.400 25.273 -0.65
H -5.343 -23.221 24.039 -0.23
H -6.241 -22.112 26.014 0.62
H -4.711 -21.418 25.396 -0.09
H -3.469 -20.488 27.308 0.37
H -5.147 -20.511 27.844 0.39
H -3.930 -21.141 28.890 0.54
H -6.501 -22.816 28.308 0.40
H -5.809 -24.227 27.838 0.22
H -5.096 -23.287 29.274 0.36
H -0.977 -24.887 25.318 0.16
H -0.799 -24.611 26.960 0.52
H -0.918 -23.272 25.628 0.56
H -2.118 -22.593 28.708 0.40
C -3.448 -23.174 18.605 -1.22
C -3.247 -24.251 19.638 2.04
C -3.700 -25.550 18.938 -0.10
C -3.236 -26.830 19.645 -0.01
C -1.702 -26.758 19.723 -1.18
C -1.178 -25.522 20.538 2.66
N -1.785 -24.297 19.967 1.60
O -1.269 -23.059 20.507 -0.22
C -1.415 -25.791 22.048 -1.75
C 0.282 -25.360 20.333 -1.87
C -4.061 -24.103 21.038 -1.26
H -3.058 -23.430 17.620 -0.31
H -3.082 -22.206 18.949 -0.14
H -4.506 -23.051 18.377 0.31
H -4.781 -25.689 18.923 0.13
H -3.417 -25.562 17.885 -0.16
H -3.539 -27.753 19.150 0.65
H -3.646 -26.993 20.642 -0.57
H -1.244 -26.732 18.734 -0.89
H -1.316 -27.701 20.111 0.78
H -1.342 -24.915 22.693 0.20
H -2.380 -26.252 22.256 -0.12
H -0.723 -26.509 22.488 0.34
H 0.724 -26.267 20.746 0.50
H 0.643 -25.172 19.322 -0.03
H 0.559 -24.566 21.026 0.41
H -5.012 -23.611 20.836 0.74
H -3.598 -23.418 21.748 -0.29
H -4.163 -25.106 21.453 -0.37
H -1.224 -22.456 19.761 -0.15
C -6.369 -28.833 17.049 -1.95
C -6.487 -27.487 16.304 2.23
C -5.118 -26.799 16.169 1.23
C -4.227 -27.350 15.039 0.77
C -4.913 -27.085 13.727 -1.69
C -6.249 -27.867 13.683 1.27
N -7.057 -27.591 14.926 1.04
O -8.335 -28.212 14.893 -0.59
C -7.011 -27.168 12.556 -1.84
C -6.082 -29.351 13.208 -1.90
C -7.378 -26.481 17.143 -2.11
H -6.221 -28.657 18.114 0.29
H -5.644 -29.577 16.720 0.23
H -7.363 -29.256 17.196 0.51
H -5.051 -25.711 16.153 -0.58
H -4.448 -27.028 16.999 -0.58
H -4.123 -28.431 15.128 0.06
H -3.268 -26.833 14.991 -1.04
H -4.271 -27.553 12.982 0.70
H -4.913 -26.026 13.469 0.38
H -7.263 -26.139 12.812 0.19
H -6.471 -27.212 11.610 0.43
H -7.907 -27.750 12.341 0.45
H -5.273 -29.845 13.748 0.25
H -6.999 -29.940 13.193 0.44
H -5.749 -29.285 12.172 0.45
H -7.027 -26.260 18.151 0.08
H -8.373 -26.908 17.267 0.70
H -7.637 -25.512 16.716 0.01
H -8.966 -27.500 14.764 0.33
C 1.470 -30.584 23.997 -1.88
C 0.752 -30.187 25.318 2.25
C -0.106 -31.381 25.686 -1.18
C -0.678 -31.283 27.112 -0.86
C 0.470 -31.105 28.110 -1.24
C 1.342 -29.864 27.788 1.80
N 1.748 -29.863 26.377 0.06
O 2.663 -28.876 26.014 -0.28
C 0.557 -28.650 28.225 -1.62
C 2.611 -30.039 28.643 -2.01
C -0.136 -28.950 24.916 -1.73
H 1.449 -31.647 23.757 0.40
H 2.487 -30.191 23.974 0.25
H 1.074 -30.198 23.058 0.25
H -1.034 -31.268 25.125 0.21
H 0.368 -32.359 25.613 0.54
H -1.189 -32.237 27.242 0.48
H -1.456 -30.525 27.201 0.34
H 1.107 -31.988 28.052 0.40
H 0.098 -31.046 29.133 0.42
H -0.486 -28.822 27.958 0.30
H 0.603 -28.488 29.302 0.47
H 0.852 -27.708 27.763 0.12
H 3.263 -29.184 28.463 0.41
H 2.366 -29.988 29.704 0.39
H 3.101 -30.952 28.302 0.47
H -0.952 -29.145 24.219 0.53
H 0.494 -28.190 24.454 0.32
H -0.698 -28.525 25.747 0.14
H 2.097 -28.195 25.643 0.26

***

No. 2
9
Properties=species:S:1:pos:R:3:mulliken_charge:R:1 method="wB97M-V/def2-TZVPD" e_lumo_ev="-1.6 / -1.6" gap_ev="6.40 / 6.37" relative_energy_kcal_mol=124.18 total_energy_ev=-163617.890 e_homo_ev="-8.026 / -7.998" multiplicity=1
C 0.018 -0.417 0.136 -0.36
O 1.129 0.226 -0.285 -0.58
Si 3.645 -1.415 -0.207 0.76
Cl 4.350 -0.698 -1.898 -0.10
Br 4.966 -1.089 1.445 -0.10
Br 2.507 -3.239 -0.040 -0.11
H 0.261 -1.491 0.198 0.03
H -0.820 -0.428 -0.558 0.23
H -0.277 0.011 1.071 0.22